(1)
116
Properties=species:S:1:pos:R:3:lowdin_charge:R:1 method="wB97M-V/def2-TZVPD" e_homo_ev=-14.66 homo_lumo_gap_ev=3.75 total_charge=+3 e_tot_ev=-51591.00282 mol_weight_da=613.993 e_above_lowest_kcal_mol=93.4
O 1.227 -0.404 -0.594 -0.385
H 0.313 -0.693 -0.787 -0.141
C 0.040 2.743 0.223 0.015
C -1.091 2.869 -0.879 -0.395
C -2.209 1.955 -0.560 -0.169
C -3.053 2.523 0.602 -0.171
C -3.653 3.870 0.202 -0.106
C -2.566 4.922 -0.173 -0.416
N -1.550 4.341 -1.105 0.136
O -0.798 5.185 -1.878 0.199
C -1.833 5.360 1.150 0.035
C -3.319 6.034 -0.919 -0.006
C -0.559 2.342 -2.219 -0.030
H 0.936 3.229 -0.162 0.081
H 0.330 1.729 0.498 0.066
H -0.113 3.320 1.134 0.071
H -1.937 0.923 -0.338 0.104
H -2.779 1.904 -1.488 0.127
H -2.314 2.550 1.403 0.093
H -3.806 1.785 0.876 0.121
H -4.277 4.138 1.055 0.146
H -4.287 3.610 -0.645 0.129
H -2.394 6.202 1.554 0.112
H -0.827 5.698 0.902 0.097
H -1.609 4.584 1.882 0.079
H -3.914 6.628 -0.225 0.108
H -4.061 5.652 -1.620 0.100
H -2.663 6.763 -1.395 0.095
H 0.395 2.801 -2.481 0.079
H -1.112 2.433 -3.153 0.107
H -0.184 1.324 -2.119 0.078
C 5.389 0.795 -3.153 0.008
C 4.301 0.045 -2.333 -0.387
C 5.032 -1.156 -1.624 -0.090
C 6.032 -0.657 -0.520 -0.159
C 5.309 0.162 0.508 -0.137
C 4.559 1.413 -0.055 -0.423
N 3.786 1.007 -1.252 0.125
O 2.921 1.989 -1.678 0.115
C 5.540 2.581 -0.395 0.039
C 3.570 1.699 1.092 -0.028
C 3.167 -0.417 -3.268 -0.019
H 6.370 0.685 -2.690 0.080
H 5.145 1.841 -3.335 0.098
H 5.538 0.406 -4.160 0.108
H 5.583 -1.728 -2.371 0.133
H 4.354 -1.942 -1.293 0.119
H 6.934 -0.231 -0.960 0.111
H 6.367 -1.538 0.027 0.124
H 5.870 0.497 1.379 0.141
H 4.605 -0.554 0.933 0.100
H 6.466 2.195 -0.822 0.089
H 5.794 3.064 0.548 0.109
H 5.106 3.251 -1.137 0.094
H 3.099 2.662 0.896 0.079
H 3.904 1.841 2.120 0.109
H 2.777 0.953 1.147 0.046
H 2.495 0.422 -3.448 0.078
H 2.577 -1.189 -2.772 0.062
H 3.423 -0.824 -4.246 0.102
C -2.264 -2.070 3.832 -0.022
C -0.980 -1.398 3.462 -0.412
C -0.489 -0.680 4.771 -0.124
C 0.970 -0.380 4.946 -0.157
C 1.787 -1.649 4.707 -0.123
C 1.540 -2.251 3.303 -0.420
N 0.053 -2.423 2.979 0.171
O -0.265 -3.180 1.840 0.144
C 2.205 -3.645 3.309 -0.013
C 2.199 -1.315 2.304 -0.030
C -1.182 -0.343 2.333 0.011
H -2.734 -2.639 3.030 0.079
H -3.034 -1.335 4.066 0.114
H -2.163 -2.787 4.646 0.110
H -0.718 -1.225 5.686 0.133
H -1.111 0.214 4.789 0.137
H 1.179 0.060 5.921 0.139
H 1.255 0.282 4.128 0.102
H 1.620 -2.376 5.502 0.135
H 2.869 -1.531 4.757 0.134
H 3.203 -3.495 3.720 0.105
H 2.220 -4.332 2.462 0.096
H 1.841 -4.375 4.032 0.098
H 3.227 -1.094 2.592 0.106
H 1.664 -0.381 2.134 0.049
H 2.195 -1.745 1.302 0.082
H -0.958 -0.871 1.405 0.058
H -0.339 0.347 2.362 0.073
H -2.082 0.270 2.289 0.097
C -6.863 -2.657 -3.144 -0.055
C -5.661 -3.202 -2.267 -0.216
C -4.599 -2.171 -1.913 -0.076
N -3.133 -2.819 -1.668 -0.205
C -3.138 -3.714 -0.379 0.049
C -2.722 -3.618 -2.925 -0.087
C -1.212 -3.486 -3.115 -0.116
C -0.905 -2.062 -2.544 -0.149
C -1.949 -1.837 -1.476 -0.118
H -6.595 -2.147 -4.069 0.073
H -7.422 -1.944 -2.538 0.078
H -7.477 -3.434 -3.599 0.084
H -5.279 -4.157 -2.629 0.103
H -6.041 -3.551 -1.307 0.107
H -4.819 -1.553 -1.042 0.128
H -4.325 -1.492 -2.720 0.123
H -3.911 -4.442 -0.624 0.098
H -3.423 -3.171 0.522 0.096
H -2.133 -4.119 -0.259 0.102
H -3.124 -4.606 -2.700 0.128
H -3.201 -3.148 -3.784 0.142
H -0.665 -4.239 -2.548 0.115
H -0.734 -3.613 -4.086 0.129
H 0.141 -1.969 -2.252 0.093
H -0.979 -1.315 -3.334 0.121
H -1.552 -1.950 -0.467 0.092
H -2.333 -0.828 -1.623 0.107


(2)
104
Properties=species:S:1:pos:R:3:lowdin_charge:R:1 method="wB97M-V/def2-TZVPD" e_homo_ev=-4.55 homo_lumo_gap_ev=6.63 total_charge=-1 e_tot_ev=-58984.50925 mol_weight_da=759.817
C 3.461 4.211 1.793 -0.084
C 2.830 2.824 1.540 -0.419
C 1.733 2.990 0.497 -0.083
C 2.328 2.250 2.866 -0.152
C 1.929 0.760 2.856 -0.350
C 2.463 0.076 4.126 -0.083
C 0.409 0.577 2.889 -0.407
O -0.278 1.350 1.923 -0.486
Nb -2.229 1.634 2.551 1.181
C -2.400 3.435 1.155 -0.360
C -3.154 4.597 1.870 -0.238
C -2.246 5.774 2.029 -0.547
O -2.380 6.849 1.472 0.057
O -1.200 5.518 2.849 0.066
H 4.153 4.480 1.002 0.067
H 2.677 4.967 1.832 0.064
H 3.955 4.237 2.761 0.064
H 3.626 2.202 1.130 0.127
H 2.173 3.413 -0.410 0.074
H 1.005 3.713 0.853 0.063
H 1.243 2.063 0.238 0.063
H 3.141 2.365 3.581 0.100
H 1.474 2.841 3.195 0.127
H 2.332 0.250 1.982 0.132
H 1.881 -0.823 4.324 0.070
H 2.274 0.748 4.960 0.077
H 3.521 -0.148 4.045 0.066
H 0.193 -0.489 2.792 0.097
H 0.074 0.858 3.890 0.052
H -2.937 0.471 1.308 -0.139
H -2.160 0.126 3.618 -0.156
H -1.630 2.583 4.027 -0.114
H -3.945 1.908 3.118 -0.169
H -2.874 3.216 0.202 0.014
H -1.376 3.746 0.953 0.012
H -4.038 4.898 1.323 0.102
H -3.482 4.295 2.866 0.057
H -0.516 6.173 2.655 0.084
N -2.841 -2.262 -2.110 0.051
C -2.864 -2.003 -3.418 -0.172
C -2.472 -0.793 -3.972 -0.092
C -2.031 0.204 -3.114 -0.085
C -2.002 -0.044 -1.752 -0.075
C -2.416 -1.290 -1.302 -0.159
H -3.224 -2.812 -4.046 0.067
H -2.513 -0.635 -5.043 0.059
H -1.718 1.165 -3.504 0.100
H -1.671 0.708 -1.048 0.082
H -2.412 -1.515 -0.243 0.085
N -4.288 -5.197 -4.248 0.067
C -3.394 -5.589 -5.150 -0.152
C -3.463 -6.799 -5.826 -0.078
C -4.520 -7.649 -5.545 -0.092
C -5.458 -7.255 -4.605 -0.080
C -5.296 -6.023 -3.988 -0.147
H -2.580 -4.897 -5.337 0.102
H -2.707 -7.065 -6.551 0.097
H -4.611 -8.603 -6.050 0.100
H -6.298 -7.888 -4.352 0.097
H -6.006 -5.677 -3.245 0.106
N 4.876 -2.226 1.802 0.063
C 6.191 -2.388 1.682 -0.160
C 6.885 -3.466 2.211 -0.083
C 6.172 -4.428 2.907 -0.091
C 4.803 -4.274 3.043 -0.074
C 4.204 -3.158 2.473 -0.142
H 6.711 -1.611 1.132 0.101
H 7.956 -3.545 2.081 0.096
H 6.677 -5.284 3.339 0.100
H 4.206 -4.995 3.584 0.084
H 3.135 -2.999 2.556 0.108
N -3.465 0.349 -6.882 0.051
C -4.735 0.625 -6.606 -0.140
C -5.542 1.411 -7.416 -0.071
C -4.997 1.940 -8.573 -0.086
C -3.673 1.664 -8.873 -0.079
C -2.954 0.865 -7.997 -0.148
H -5.118 0.195 -5.687 0.110
H -6.570 1.603 -7.141 0.101
H -5.593 2.561 -9.230 0.102
H -3.205 2.059 -9.765 0.097
H -1.914 0.625 -8.194 0.104
N 1.141 8.177 2.346 0.063
C 1.101 8.325 1.025 -0.141
C 1.462 9.495 0.374 -0.070
C 1.884 10.570 1.138 -0.088
C 1.927 10.432 2.515 -0.081
C 1.547 9.218 3.067 -0.151
H 0.758 7.463 0.463 0.108
H 1.409 9.559 -0.704 0.100
H 2.172 11.502 0.668 0.101
H 2.247 11.246 3.151 0.096
H 1.567 9.067 4.141 0.104
N 2.941 -7.703 4.409 0.058
C 3.776 -7.938 3.402 -0.154
C 3.754 -9.092 2.634 -0.071
C 2.808 -10.059 2.931 -0.085
C 1.928 -9.830 3.976 -0.076
C 2.036 -8.639 4.680 -0.153
H 4.503 -7.158 3.205 0.081
H 4.458 -9.225 1.823 0.101
H 2.754 -10.974 2.355 0.103
H 1.172 -10.555 4.241 0.099
H 1.363 -8.420 5.502 0.104


(3)
21
Properties=species:S:1:pos:R:3:lowdin_charge:R:1 method="wB97M-V/def2-TZVPD" e_homo_ev=-5.01 homo_lumo_gap_ev=5.53 total_charge=-1 e_tot_ev=-13552.76057 mol_weight_da=129.132 e_above_lowest_kcal_mol=177.5
C -0.148 -0.382 0.689 -0.244
C -1.090 -0.890 -0.454 -0.273
O -1.838 0.165 -0.974 -0.105
C 0.834 -1.269 1.321 -0.015
O 1.036 -0.266 3.660 -0.225
H -0.917 0.112 1.346 0.129
H 0.251 0.634 0.154 0.106
H -0.289 -1.115 -1.198 0.107
H -1.615 -1.781 -0.013 0.138
H -1.473 0.224 -1.993 0.026
H 0.430 -1.945 2.084 0.094
H 1.527 -1.651 0.497 0.112
H 0.535 0.463 -2.358 0.012
H -1.495 0.630 -3.748 -0.066
O -0.830 0.103 -3.300 -0.388
H 0.739 2.778 0.116 -0.013
H 0.777 1.341 -0.914 -0.016
O 1.050 0.567 -1.498 -0.157
H 1.250 -0.521 2.466 0.071
H 1.250 0.661 3.822 -0.006
O 0.017 2.143 0.295 -0.288


(4)
7
Properties=species:S:1:pos:R:3:lowdin_charge:R:1 method="wB97M-V/def2-TZVPD" smiles="C#CC1=NN1" e_homo_ev=-9.24 homo_lumo_gap_ev=9.17 e_tot_ev=-6115.53188 mol_weight_da=66.063 e_above_lowest_kcal_mol=160.4
C -0.349 1.637 -1.489 0.057
C -0.014 0.913 -0.595 0.041
C 0.362 -0.339 0.625 -0.243
N 0.954 -0.926 1.697 0.117
N 0.087 -1.704 0.638 -0.046
H -0.236 2.534 -1.882 -0.016
H -0.802 -2.115 1.006 0.089


(5)
16
Properties=species:S:1:pos:R:3:lowdin_charge:R:1 method="wB97M-V/def2-TZVPD" smiles="O[C@H]1CNN=CSC1" e_homo_ev=-8.34 homo_lumo_gap_ev=9.04 e_tot_ev=-20135.67089 mol_weight_da=132.188 e_above_lowest_kcal_mol=119.1
C -0.280 1.037 0.458 -0.486
C -1.246 0.013 0.108 -0.204
C 0.864 -1.835 -0.810 -0.468
C 1.205 0.783 0.691 -0.415
H 0.039 1.876 -1.307 0.025
H -0.522 1.450 1.314 0.086
H -2.205 0.679 0.322 0.188
H -1.088 0.092 -0.898 0.080
H -1.903 -2.059 0.196 0.188
H 1.347 -2.706 -1.471 0.113
H 1.690 0.533 1.778 0.126
H 1.932 1.774 0.400 0.144
N -1.114 -1.342 0.562 -0.050
N -0.271 -2.079 -0.228 -0.141
O -0.275 2.115 -0.500 -0.014
S 1.828 -0.332 -0.615 0.828


(6)
34
Properties=species:S:1:pos:R:3:lowdin_charge:R:1 method="wB97M-V/def2-TZVPD" e_homo_ev=-8.53 homo_lumo_gap_ev=5.86 e_tot_ev=-237081.79076 mol_weight_da=835.047 e_above_lowest_kcal_mol=388.9
Au -0.224 -0.620 0.023 1.435
Cl 3.149 3.109 -0.923 0.939
C 2.832 3.539 0.744 -0.315
C 0.192 1.330 -0.347 -0.303
C -0.583 2.393 -0.571 -0.696
Cl -2.286 2.099 -0.675 0.727
C -0.235 3.837 -0.628 -0.713
Cl -1.206 4.782 -1.694 0.694
C 0.612 4.493 0.187 -0.748
Cl 0.673 6.224 0.198 0.715
C 1.629 3.939 1.095 -0.848
Cl 1.427 4.169 2.798 0.742
Br 1.456 -5.380 0.303 0.843
C 2.416 -3.787 0.071 -0.607
C 3.784 -3.815 -0.057 -0.161
C 4.498 -2.635 -0.206 -0.614
Br 6.382 -2.744 -0.329 0.827
C 3.856 -1.404 -0.239 -0.203
C 4.628 -0.190 -0.319 -0.203
C 5.279 0.874 -0.385 0.073
C 1.631 1.034 -0.555 -0.137
N 1.647 -0.227 -0.171 -0.113
C 2.456 -1.389 -0.149 -0.134
C 1.697 -2.576 0.038 -0.393
O 0.395 -2.579 0.177 -0.205
H 4.307 -4.760 -0.031 0.101
H 5.803 -0.278 -0.062 0.027
H 3.812 4.258 -1.119 0.059
H 2.577 3.261 -2.178 0.069
F -4.130 -1.693 1.208 0.185
B -2.851 -2.100 1.012 -1.156
F -2.054 -2.089 2.124 0.151
F -2.691 -3.172 0.196 0.180
F -2.225 -0.862 0.143 -0.217


(7)
79
Properties=species:S:1:pos:R:3:lowdin_charge:R:1 method="wB97M-V/def2-TZVPD" e_homo_ev=-9.86 homo_lumo_gap_ev=6.80 total_charge=+1 e_tot_ev=-80753.08087 mol_weight_da=728.959 e_above_lowest_kcal_mol=85.6
Ru -1.326 0.311 -1.018 0.598
N -4.559 1.031 -3.877 0.068
C -3.556 1.151 -2.959 -0.817
S -3.341 -0.233 -1.872 0.617
N -2.851 2.214 -2.918 0.003
N -1.838 2.241 -1.948 -0.118
C -2.231 2.668 -0.785 -0.143
C -1.354 3.041 0.322 -0.245
C -1.873 3.699 1.378 -0.004
C -1.037 4.432 2.301 -0.061
C 0.279 4.544 2.071 -0.019
C 0.950 3.742 1.044 -0.098
N 0.043 2.855 0.154 0.077
H -5.221 0.286 -3.757 0.074
H -4.894 1.880 -4.303 0.100
H -3.291 2.875 -0.626 0.132
H -2.947 3.816 1.443 0.119
H -1.506 5.007 3.086 0.110
H 0.888 5.241 2.634 0.119
H 1.808 4.152 0.526 0.145
C 0.816 2.298 1.185 -0.192
C 1.125 1.268 1.888 0.112
C 1.514 0.214 2.574 -0.121
C 2.671 -0.593 2.096 -0.181
C 2.810 -0.898 0.745 -0.048
C 3.912 -1.604 0.288 -0.071
C 4.896 -2.010 1.177 -0.079
C 4.772 -1.702 2.525 -0.068
C 3.667 -1.001 2.983 -0.039
C 0.865 -0.099 3.881 -0.174
C 0.113 0.873 4.544 -0.025
C -0.488 0.599 5.761 -0.078
C -0.335 -0.650 6.352 -0.087
C 0.417 -1.621 5.707 -0.082
C 1.004 -1.352 4.477 -0.050
H 2.037 -0.583 0.056 0.058
H 4.001 -1.840 -0.765 0.104
H 5.758 -2.560 0.823 0.106
H 5.543 -2.002 3.223 0.108
H 3.588 -0.752 4.034 0.120
H 0.016 1.857 4.102 0.109
H -1.059 1.369 6.264 0.109
H -0.782 -0.857 7.315 0.107
H 0.559 -2.590 6.169 0.109
H 1.595 -2.115 3.986 0.113
C -0.603 -1.882 -6.058 -0.152
C -1.376 -2.360 -4.847 -0.165
N -1.071 -1.527 -3.691 0.065
C -0.051 -0.649 -3.594 -0.359
N -0.008 0.161 -2.557 -0.098
C 1.141 1.054 -2.394 -0.213
C 1.693 1.487 -3.737 -0.146
C 2.037 0.245 -4.529 -0.143
N 0.881 -0.640 -4.579 -0.035
C 0.835 -1.638 -5.641 -0.140
H -1.029 -0.951 -6.439 0.126
H -0.648 -2.627 -6.851 0.121
H -1.121 -3.400 -4.627 0.121
H -2.451 -2.314 -5.024 0.124
H -1.815 -1.364 -3.027 -0.015
H 1.928 0.552 -1.817 0.105
H 0.812 1.917 -1.822 0.079
H 2.580 2.105 -3.602 0.123
H 0.942 2.075 -4.268 0.128
H 2.894 -0.271 -4.080 0.131
H 2.306 0.495 -5.556 0.124
H 1.305 -2.573 -5.317 0.134
H 1.418 -1.250 -6.475 0.123
S -0.624 -1.770 -0.236 0.655
C -1.428 -1.947 1.223 -1.067
N -1.246 -2.926 2.094 -0.035
C -2.189 -2.995 3.208 -0.195
C -2.665 -1.562 3.414 -0.378
S -2.645 -0.826 1.745 0.925
H -0.595 -3.670 1.889 0.153
H -1.687 -3.375 4.095 0.121
H -3.017 -3.659 2.949 0.127
H -1.988 -0.998 4.053 0.051
H -3.675 -1.519 3.813 0.089


(8)
52
Properties=species:S:1:pos:R:3:lowdin_charge:R:1 method="wB97M-V/def2-TZVPD" e_homo_ev="-10.35 / -10.35" multiplicity=4 homo_lumo_gap_ev="6.97 / 5.13" total_charge=+1 e_tot_ev=-118004.50534 mol_weight_da=805.444 e_above_lowest_kcal_mol=43.1
Re -0.423 -0.134 0.248 1.599
O -0.887 -0.481 -1.764 -0.114
C 0.310 -0.030 -1.959 -0.480
N 0.624 1.065 -2.648 0.228
C 1.479 1.946 -2.126 -0.205
C 2.355 2.663 -2.984 0.013
C 3.303 3.494 -2.456 -0.051
C 3.380 3.669 -1.066 -0.018
C 2.478 3.054 -0.208 -0.001
C 1.498 2.214 -0.709 -0.168
N 0.412 1.760 0.066 -0.054
C -0.289 2.743 0.753 -0.431
O 0.108 3.839 1.068 0.118
C -1.734 2.365 0.950 -0.166
C -2.662 3.300 1.354 0.040
C -4.007 2.962 1.295 -0.003
C -4.371 1.711 0.823 -0.022
C -3.383 0.810 0.478 -0.141
N -2.087 1.130 0.559 -0.062
C 1.451 -0.955 -1.592 -0.209
C 2.487 -1.397 -2.376 0.032
C 3.405 -2.262 -1.782 -0.009
C 3.250 -2.627 -0.456 -0.007
C 2.183 -2.122 0.275 -0.083
N 1.308 -1.298 -0.304 -0.029
H 2.275 2.480 -4.047 0.124
H 3.998 4.011 -3.103 0.116
H 4.136 4.324 -0.653 0.120
H 2.507 3.267 0.850 0.122
H -2.315 4.273 1.669 0.134
H -4.763 3.676 1.592 0.125
H -5.408 1.422 0.733 0.123
H -3.614 -0.188 0.134 0.116
H 2.573 -1.081 -3.406 0.132
H 4.238 -2.644 -2.358 0.124
H 3.948 -3.295 0.027 0.124
H 2.012 -2.372 1.319 -0.029
Br -2.664 -1.052 3.030 0.871
C -2.188 -2.353 1.761 -0.751
C -2.611 -3.645 2.025 -0.113
C -2.318 -4.645 1.124 -0.015
C -1.632 -4.316 -0.037 -0.021
C -1.247 -3.013 -0.226 -0.114
N -1.491 -2.019 0.663 -0.092
H -3.141 -3.845 2.943 0.112
H -2.624 -5.663 1.322 0.128
H -1.394 -5.055 -0.787 0.121
H -0.733 -2.717 -1.128 0.102
I 0.809 -2.739 3.677 0.103
O 0.164 0.025 2.249 -0.318
H 0.898 0.628 2.435 0.086
H 0.395 -0.886 2.754 -0.208


What did the third record say?
21
Properties=species:S:1:pos:R:3:lowdin_charge:R:1 method="wB97M-V/def2-TZVPD" e_homo_ev=-5.01 homo_lumo_gap_ev=5.53 total_charge=-1 e_tot_ev=-13552.76057 mol_weight_da=129.132 e_above_lowest_kcal_mol=177.5
C -0.148 -0.382 0.689 -0.244
C -1.090 -0.890 -0.454 -0.273
O -1.838 0.165 -0.974 -0.105
C 0.834 -1.269 1.321 -0.015
O 1.036 -0.266 3.660 -0.225
H -0.917 0.112 1.346 0.129
H 0.251 0.634 0.154 0.106
H -0.289 -1.115 -1.198 0.107
H -1.615 -1.781 -0.013 0.138
H -1.473 0.224 -1.993 0.026
H 0.430 -1.945 2.084 0.094
H 1.527 -1.651 0.497 0.112
H 0.535 0.463 -2.358 0.012
H -1.495 0.630 -3.748 -0.066
O -0.830 0.103 -3.300 -0.388
H 0.739 2.778 0.116 -0.013
H 0.777 1.341 -0.914 -0.016
O 1.050 0.567 -1.498 -0.157
H 1.250 -0.521 2.466 0.071
H 1.250 0.661 3.822 -0.006
O 0.017 2.143 0.295 -0.288